Density functional theory data (ωB97M-V/def2-TZVPD) for a molecular structure, C43H42Cl2N10O6S3SiTm in a non-equilibrium geometry.

```
108
Properties=species:S:1:pos:R:3:forces:R:3
Tm -0.04486 0.20072 -0.81207 -0.66 0.18 0.38
C 1.65618 3.93642 3.74612 -0.30 -0.15 -0.16
Si -0.21445 4.16019 3.65350 -0.13 0.49 0.36
C -0.56304 5.90748 2.98759 0.11 -0.30 0.14
C -0.82957 4.11148 5.45610 0.02 0.03 -0.33
C -1.33322 3.03454 2.62348 0.28 -0.13 -0.10
C -2.70481 3.07321 2.79931 0.17 0.07 0.07
C -3.56143 2.40063 1.92937 -0.13 0.05 0.09
C -2.99974 1.68680 0.89447 -0.13 -0.21 -0.15
N -1.68712 1.58269 0.70425 0.22 0.15 0.13
C -0.85093 2.23843 1.54740 -0.23 -0.03 0.03
S 0.80728 2.02072 1.21064 0.31 -0.15 -0.02
H 2.08110 4.66434 4.44211 -0.11 0.06 0.07
H 2.10902 4.07456 2.76803 0.04 0.02 -0.05
H 1.92647 2.93611 4.08197 0.00 -0.06 0.01
H 0.01544 6.66266 3.52259 0.05 0.03 0.03
H -1.62000 6.15975 3.08766 -0.06 -0.03 -0.01
H -0.30493 5.96445 1.92907 0.02 -0.02 -0.05
H -0.25723 4.81437 6.06372 0.06 0.05 0.00
H -0.70794 3.12059 5.89505 0.00 -0.07 -0.02
H -1.87969 4.39449 5.54153 -0.07 -0.03 0.00
H -3.12170 3.64191 3.62483 -0.05 0.05 -0.02
H -4.63423 2.45012 2.05434 -0.02 -0.05 -0.04
H -3.62102 1.16666 0.17244 0.01 -0.06 0.00
N -2.89316 -2.95393 0.74359 0.02 -0.13 -0.35
C -3.06285 -2.30247 1.93849 -0.05 0.08 0.19
C -2.12854 -1.31133 1.96251 -0.06 0.06 0.08
N -1.41065 -1.32295 0.79904 -0.06 -0.24 -0.73
C -1.89166 -2.32356 0.09163 -0.04 0.19 0.41
C -1.36093 -2.73008 -1.18670 0.27 -0.15 -0.32
N -0.33397 -2.15027 -1.77384 -0.51 0.15 0.39
C -0.13181 -2.84084 -2.93818 0.00 -0.01 -0.11
C -1.04689 -3.84422 -3.04422 0.09 -0.01 -0.17
N -1.81250 -3.78186 -1.90685 -0.28 0.13 0.30
H -3.55861 -3.55711 0.27922 -0.03 0.10 0.18
H -3.79899 -2.60925 2.65831 -0.04 0.01 0.00
H -1.91398 -0.60004 2.74168 -0.06 0.05 0.01
H 0.66437 -2.58044 -3.61279 -0.01 0.01 -0.07
H -1.20784 -4.58809 -3.80235 0.00 -0.01 -0.02
H -2.73183 -4.18408 -1.77020 0.12 0.01 -0.21
O 2.83548 -1.05671 -3.90649 0.01 -0.10 0.03
C 3.25824 0.13279 -4.36684 -0.11 0.42 -0.07
C 4.41675 0.16938 -5.14263 0.05 -0.06 -0.05
C 4.91066 1.37139 -5.61203 -0.04 -0.06 0.06
C 4.25002 2.56356 -5.33147 0.05 0.07 -0.08
C 3.08879 2.53835 -4.58462 0.02 -0.20 0.02
C 2.57681 1.33610 -4.08996 0.27 -0.20 -0.12
C 1.37538 1.32787 -3.23321 -0.86 1.72 0.29
O 0.83214 0.21511 -2.89966 -0.06 -0.47 0.26
N 0.90662 2.51415 -2.87217 1.69 -0.53 -1.55
N -0.04606 2.54096 -1.92866 -3.67 2.74 -0.02
C -0.90904 3.57702 -2.14831 2.88 -3.06 0.29
S -0.77308 4.50330 -3.65718 0.08 -0.10 0.29
C -2.29538 5.45708 -3.35009 0.18 -0.21 0.01
C -2.36580 5.71631 -1.86309 0.07 -0.26 0.21
S -2.12424 4.11207 -1.02820 -0.25 0.06 0.06
H 2.04600 -0.85904 -3.34641 -0.03 0.01 -0.02
H 4.91727 -0.76520 -5.35980 0.02 -0.02 0.05
H 5.82590 1.37906 -6.19127 0.00 0.00 -0.03
H 4.64737 3.50347 -5.69235 -0.02 0.01 -0.01
H 2.54933 3.44617 -4.35389 0.01 0.00 0.04
H -3.14557 4.85863 -3.67995 -0.06 0.11 0.00
H -2.24439 6.37981 -3.92772 0.02 0.00 -0.02
H -3.33561 6.09698 -1.54243 0.00 0.02 -0.02
H -1.57653 6.39780 -1.54501 -0.04 0.06 -0.03
C -6.75679 -1.95432 -3.70696 0.00 -0.15 -0.02
N -5.55787 -1.27453 -3.26327 -0.05 -0.09 0.24
C -5.19142 -0.06379 -3.76269 0.10 0.18 -0.07
C -4.04754 0.54039 -3.39841 0.10 0.22 0.01
C -3.20281 -0.10654 -2.40501 -0.32 -0.11 -0.17
O -2.11994 0.42134 -2.04725 0.06 -0.36 0.29
N -3.64872 -1.26865 -1.89267 0.75 0.07 0.41
C -4.73485 -1.90687 -2.31594 -0.28 -0.49 -0.12
O -5.06285 -3.05175 -1.93042 0.23 0.35 -0.02
H -7.46428 -1.23567 -4.11842 0.06 0.07 0.01
H -7.20285 -2.46855 -2.85845 -0.01 0.01 -0.06
H -6.52073 -2.70104 -4.46958 -0.05 0.00 0.03
H -5.88539 0.37673 -4.46788 0.04 0.00 -0.04
H -3.75098 1.49653 -3.80094 -0.03 0.03 -0.04
Cl 3.71573 -3.29807 5.23370 -0.05 0.01 0.12
C 2.57580 -4.42652 4.57476 -0.07 0.12 -0.20
C 2.13750 -5.45653 5.38743 0.00 -0.03 -0.01
C 1.15719 -6.32394 4.93922 0.00 -0.03 -0.02
C 0.62263 -6.15542 3.67312 -0.06 -0.05 0.01
C 1.08578 -5.14146 2.85807 0.21 0.13 0.01
Cl 0.44961 -4.98401 1.25569 -0.14 0.03 -0.11
C 2.08530 -4.23852 3.26569 -0.03 -0.14 0.23
N 2.50315 -3.21612 2.44382 -0.50 0.61 -0.23
C 3.83593 -2.88538 2.19067 0.55 0.09 -0.31
C 4.83483 -3.84642 2.35484 -0.10 0.06 -0.07
C 6.15278 -3.56640 2.04595 -0.01 -0.10 0.06
C 6.49188 -2.32974 1.52968 0.17 0.09 -0.05
C 5.50929 -1.36669 1.36587 -0.03 -0.08 0.05
C 4.18404 -1.60307 1.71160 -0.19 -0.12 0.02
C 3.19312 -0.46518 1.60586 -0.19 -0.15 -0.31
C 2.22245 -0.55963 0.41796 0.66 -0.67 0.57
O 2.36300 0.17593 -0.57855 -0.04 0.32 -0.19
O 1.26080 -1.37790 0.50843 0.05 0.19 0.14
H 2.55212 -5.55680 6.38056 0.03 0.04 0.00
H 0.80885 -7.12705 5.57342 -0.01 0.00 0.02
H -0.14343 -6.82243 3.30364 -0.01 0.01 -0.04
H 1.83113 -2.80407 1.78098 0.13 -0.14 0.29
H 4.56166 -4.82738 2.72351 0.01 -0.02 -0.01
H 6.90977 -4.32413 2.20510 0.01 -0.01 -0.05
H 7.51712 -2.11288 1.25970 0.01 0.03 0.00
H 5.76981 -0.39194 0.97261 0.00 0.02 0.01
H 3.72206 0.47938 1.49806 0.07 -0.03 0.10
H 2.57634 -0.43016 2.50714 -0.01 0.03 -0.03
```
Positions in Å, forces in eV/Å.

The charge is -1. The maximum force comes out at 0.0891 Eh/bohr. The multiplicity is 3. The value obtained for the HOMO-LUMO gap (alpha / beta) is 6.653 / 6.655 eV. The expectation value of S² is 2.002. The value obtained for the total energy is -167429.116 eV. For the HOMO energy (alpha / beta), the calculation gives -4.5 / -4.5 eV.